The following is a quantum chemistry calculation of 5 unconnected molecules or ions with the total composition C27H38F15O11P, from the Open Molecules 2025 dataset.

```
92
Properties=species:S:1:pos:R:3:lowdin_charge:R:1
C 1.836 -1.563 1.316 0.0854
C 1.684 -0.525 0.491 -0.0574
C 2.610 -0.299 -0.645 -0.4879
O 3.665 -0.869 -0.717 0.1209
O 2.214 0.522 -1.640 0.0028
C 1.569 1.765 -1.292 -0.1528
C 0.081 1.745 -1.679 -0.1386
C -0.921 1.768 -0.503 -0.1899
C -1.792 0.510 -0.559 -0.2466
C -2.942 0.459 0.439 -0.2468
C -3.568 -0.948 0.616 -0.4257
P -3.593 -1.975 -0.913 0.9446
C -1.882 -2.710 -0.985 -0.3830
O -1.944 -4.146 -0.999 -0.0222
C -0.802 -4.762 -0.667 -0.7454
F 0.280 -4.243 -1.263 0.1573
F -0.570 -4.681 0.661 0.1340
F -0.896 -6.040 -0.991 0.1902
H 2.496 -2.389 1.084 0.0664
H 1.275 -1.608 2.242 0.0688
H 0.840 0.134 0.647 0.0718
H 1.726 2.035 -0.248 0.1160
H 2.079 2.522 -1.888 0.1247
H -0.042 0.815 -2.238 0.1132
H -0.140 2.545 -2.386 0.1063
H -0.378 1.743 0.444 0.0637
H -1.507 2.688 -0.491 0.1184
H -1.126 -0.323 -0.329 0.0813
H -2.212 0.406 -1.562 0.1033
H -2.617 0.777 1.433 0.0890
H -3.740 1.144 0.144 0.1119
H -4.612 -0.814 0.907 0.0721
H -3.094 -1.479 1.445 0.0617
H -4.336 -3.100 -0.507 -0.0519
H -1.394 -2.329 -1.883 0.0864
H -1.273 -2.392 -0.135 0.0783
C -1.947 -4.998 3.559 -0.0535
C -1.688 -4.372 4.910 -0.1849
O -1.842 -2.936 4.847 0.0313
C -3.079 -2.473 4.885 -0.4081
O -4.090 -3.104 4.977 0.1740
C -3.049 -0.931 4.825 -0.5480
F -2.214 -0.500 3.869 0.1506
F -2.631 -0.436 5.996 0.1716
F -4.260 -0.449 4.570 0.1754
H -1.310 -4.542 2.806 0.0594
H -1.745 -6.068 3.590 0.0892
H -2.981 -4.852 3.249 0.0825
H -0.659 -4.532 5.221 0.1255
H -2.338 -4.782 5.682 0.1262
C 0.062 4.647 -7.431 -0.0586
C -0.990 5.674 -7.077 -0.1914
O -2.146 5.057 -6.471 0.0363
C -2.040 4.756 -5.188 -0.4049
O -1.097 4.940 -4.476 0.1640
C -3.362 4.140 -4.689 -0.5510
F -3.816 3.210 -5.535 0.1709
F -4.298 5.090 -4.574 0.1690
F -3.184 3.577 -3.499 0.1670
H -0.362 3.874 -8.072 0.0846
H 0.888 5.126 -7.957 0.0837
H 0.456 4.163 -6.539 0.0774
H -1.368 6.165 -7.970 0.1252
H -0.597 6.442 -6.412 0.1255
C 3.973 -4.368 -1.410 -0.0586
C 5.346 -3.786 -1.662 -0.1840
O 6.300 -4.253 -0.683 0.0395
C 6.796 -5.461 -0.880 -0.4086
O 6.551 -6.211 -1.778 0.1679
C 7.816 -5.785 0.230 -0.5495
F 7.338 -5.469 1.439 0.1647
F 8.943 -5.088 0.032 0.1654
F 8.118 -7.080 0.225 0.1717
H 3.651 -4.146 -0.392 0.0723
H 3.251 -3.945 -2.107 0.0826
H 3.976 -5.451 -1.529 0.0787
H 5.320 -2.704 -1.560 0.1108
H 5.702 -4.019 -2.665 0.1267
C -0.784 7.132 3.101 -0.0587
C -0.469 6.267 4.302 -0.1897
O -0.673 4.867 4.010 0.0366
C 0.299 4.265 3.348 -0.4022
O 1.325 4.742 2.966 0.1747
C -0.061 2.778 3.151 -0.5374
F -1.320 2.634 2.731 0.1663
F 0.071 2.108 4.301 0.1759
F 0.760 2.224 2.255 0.1477
H -1.797 6.939 2.749 0.0843
H -0.699 8.184 3.368 0.0837
H -0.099 6.928 2.279 0.0781
H -1.146 6.486 5.124 0.1256
H 0.550 6.421 4.655 0.1263
```

Calculated values
Multiplicity: 1
HOMO-LUMO gap in eV: 9.30
SMILES: C=CC(=O)OCCCCCCPCOC(F)(F)F.CCOC(=O)C(F)(F)F.CCOC(=O)C(F)(F)F.CCOC(=O)C(F)(F)F.CCOC(=O)C(F)(F)F